{
  "formula": "C12H35ClInN10O21",
  "method": "ωB97M-V with the def2-TZVPD basis set",
  "total_energy_ev": -88576.809,
  "homo_lumo_gap_ev": 5.51,
  "de_lowest_kj_mol": 116.3,
  "charge": -1,
  "max_force_ev_per_a": 5.1,
  "symbols": ["O", "C", "Cl", "C", "In", "H", "H", "H", "H", "H", "C", "N", "O", "O", "H", "H", "H", "C", "N", "O", "O", "H", "H", "H", "C", "N", "O", "O", "H", "H", "H", "C", "N", "O", "O", "H", "H", "H", "C", "N", "O", "O", "H", "H", "H", "C", "N", "O", "O", "H", "H", "H", "C", "N", "O", "O", "H", "H", "H", "C", "N", "O", "O", "H", "H", "H", "C", "N", "O", "O", "H", "H", "H", "C", "N", "O", "O", "H", "H", "H"],
  "coordinates": [[-0.42702, -3.41644, -2.29250], [0.57663, -2.91926, -2.87360], [1.97811, -4.04889, -3.15622], [0.50646, -1.39785, -3.33487], [2.50052, -0.36688, -3.62773], [-0.06342, -0.83808, -2.52690], [-0.15025, -1.36370, -4.27409], [3.72619, -0.75110, -2.36437], [3.16998, -0.60291, -5.30551], [2.16870, 1.42397, -3.51547], [-2.25242, -1.83907, 0.47997], [-1.96092, -0.40073, 0.69311], [-1.28584, -0.10133, 1.66694], [-2.41554, 0.38088, -0.12139], [-1.78543, -2.41282, 1.27582], [-3.33489, -1.96326, 0.49893], [-1.83853, -2.11785, -0.49033], [1.99072, 1.20337, 2.16016], [2.82705, 0.78770, 1.00725], [3.73257, -0.00206, 1.22570], [2.54526, 1.26583, -0.07368], [2.35155, 0.70086, 3.05541], [2.08146, 2.28416, 2.26184], [0.96449, 0.91122, 1.94045], [-6.62693, -2.58441, -1.90032], [-6.13631, -1.87820, -0.68876], [-6.61734, -0.78445, -0.44233], [-5.28553, -2.44470, -0.02648], [-7.38012, -1.96176, -2.38866], [-5.77116, -2.74420, -2.55563], [-7.05875, -3.53053, -1.57663], [-9.48848, 0.66348, -1.91580], [-9.69447, -0.46919, -2.85518], [-9.03819, -1.48210, -2.66748], [-10.50611, -0.30496, -3.74825], [-8.74215, 0.37603, -1.17719], [-9.14585, 1.51402, -2.49882], [-10.44444, 0.87115, -1.43810], [7.02549, -0.29578, 2.22702], [7.52892, 0.42648, 3.42394], [7.05630, 1.52445, 3.65982], [8.38614, -0.13615, 4.08942], [6.27379, 0.31815, 1.73544], [7.87274, -0.46776, 1.56802], [6.59296, -1.23406, 2.56788], [10.76125, 2.43040, 0.74471], [10.07432, 1.11376, 0.77666], [8.92196, 1.07416, 0.38693], [10.71847, 0.16588, 1.19299], [10.07168, 3.17571, 0.35422], [11.05427, 2.67236, 1.76524], [11.63061, 2.33126, 0.09645], [-3.64377, -2.15257, 4.69994], [-2.63738, -3.12030, 4.19263], [-1.75569, -3.46552, 4.95875], [-2.77013, -3.49730, 3.04260], [-3.40314, -1.90548, 5.73167], [-3.59388, -1.26626, 4.06866], [-4.62030, -2.63010, 4.63470], [9.54795, -3.30709, 2.73696], [8.52805, -3.66764, 1.71800], [7.38377, -3.30232, 1.91936], [8.91399, -4.30298, 0.75341], [9.06443, -2.74518, 3.53376], [9.97128, -4.23467, 3.11977], [10.30557, -2.70061, 2.24240], [1.85569, 5.49320, -0.31623], [1.65998, 4.74998, 0.95453], [0.51922, 4.62464, 1.36150], [2.66068, 4.31734, 1.49834], [0.88513, 5.81695, -0.68553], [2.49265, 6.34984, -0.10054], [2.33120, 4.81408, -1.02328], [-11.83410, 3.03028, -4.82590], [-11.34739, 3.74021, -3.61464], [-11.82744, 4.83205, -3.37341], [-10.49874, 3.17203, -2.94913], [-12.58184, 3.64885, -5.31748], [-10.97721, 2.86843, -5.47804], [-12.26709, 2.08527, -4.50081]],
  "forces_ev_per_a": [[4.0, 1.2, -1.8], [-4.9, 0.1, 1.6], [-0.6, 1.0, -0.1], [0.1, -1.1, 0.0], [0.6, 0.6, -0.2], [0.5, -1.0, -0.8], [1.0, -0.3, 1.2], [-0.4, -0.1, -0.3], [-0.2, -0.1, 0.4], [-0.1, -0.3, 0.0], [0.1, -0.4, 0.0], [0.0, 0.0, -0.2], [-0.2, 0.2, -0.2], [0.2, -0.1, 0.5], [0.0, 0.2, -0.1], [0.3, 0.1, -0.1], [-0.1, 0.1, 0.0], [-0.2, -0.1, 0.4], [0.0, 0.0, -0.2], [-0.1, 0.2, -0.1], [0.2, -0.1, 0.4], [0.0, 0.0, -0.2], [-0.1, -0.1, -0.1], [0.1, 0.1, 0.0], [0.0, 0.1, -0.5], [0.0, 0.0, -0.1], [0.2, -0.3, 0.1], [-0.5, 0.3, -0.1], [0.8, -0.4, 0.4], [0.0, -0.1, 0.2], [0.2, 0.0, 0.0], [0.4, 0.0, 0.4], [-0.1, 0.1, 0.0], [-1.3, 0.5, -0.5], [0.3, -0.3, 0.2], [-0.1, -0.1, -0.2], [-0.2, -0.1, 0.1], [0.1, 0.1, -0.2], [-0.4, 0.0, -0.2], [-0.2, 0.1, -0.2], [0.4, -0.4, 0.2], [-0.2, 0.3, 0.0], [0.1, 0.0, 0.1], [-0.1, -0.1, 0.2], [0.1, 0.1, 0.0], [0.0, 0.4, -0.1], [-0.2, -0.1, -0.1], [0.6, 0.0, 0.1], [-0.3, 0.2, -0.1], [0.0, -0.2, 0.0], [0.1, -0.1, -0.1], [0.0, -0.1, 0.2], [-0.1, 0.2, 0.2], [0.3, -0.2, 0.0], [-0.3, 0.0, -0.3], [0.0, 0.0, 0.5], [0.1, -0.1, -0.2], [-0.1, -0.1, 0.0], [0.1, 0.1, -0.1], [0.1, 0.2, 0.3], [-0.2, 0.0, -0.1], [0.4, -0.4, -0.2], [-0.2, 0.2, 0.3], [0.0, 0.0, -0.2], [0.0, 0.1, -0.2], [0.0, -0.1, 0.0], [-0.1, 0.1, -0.3], [-0.2, -0.1, 0.0], [0.5, 0.0, 0.0], [-0.3, 0.2, -0.1], [0.1, -0.1, 0.1], [0.1, -0.2, 0.0], [0.0, 0.0, 0.1], [-0.2, 0.0, -0.3], [-0.1, 0.3, 0.0], [0.3, -0.4, 0.1], [-0.4, 0.5, -0.2], [0.1, 0.0, 0.2], [-0.1, -0.1, 0.2], [0.2, 0.0, 0.0]],
  "lowdin_charge": [-0.11, -0.79, 0.53, -0.33, 0.15, 0.03, 0.05, -0.14, -0.16, -0.16, 0.05, -0.43, 0.03, 0.07, 0.08, 0.06, 0.09, 0.04, -0.43, 0.04, 0.04, 0.09, 0.06, 0.08, 0.04, -0.42, 0.06, 0.05, 0.04, 0.11, 0.11, 0.05, -0.41, 0.03, 0.07, 0.08, 0.08, 0.10, 0.03, -0.43, 0.06, 0.03, 0.09, 0.07, 0.09, 0.05, -0.43, 0.07, 0.06, 0.10, 0.10, 0.10, 0.04, -0.44, 0.07, 0.05, 0.09, 0.10, 0.10, 0.04, -0.43, 0.06, 0.06, 0.08, 0.10, 0.10, 0.05, -0.44, 0.07, 0.04, 0.09, 0.10, 0.11, 0.05, -0.43, 0.08, 0.04, 0.09, 0.11, 0.10]
}